[1]
99
Properties=species:S:1:pos:R:3:forces:R:3:mulliken_charge:R:1 method="wB97M-V/def2-TZVPD" e_above_lowest_kcal_mol=9.2 homo_energy_ev="1.50 / -2.04" spin_multiplicity=5 s2=6.07 orbital_gap_ev="1.79 / 5.32" charge=-2
C -0.1236 6.9006 1.2517 -0.3 0.2 0.0 -0.827
C -3.0127 1.0615 -2.0588 0.5 -0.2 -0.3 1.410
C -0.5010 -1.6951 -1.0560 -0.2 -1.0 -1.1 -0.260
Os -0.3213 0.2517 -0.6694 1.0 0.2 4.1 0.438
C 2.1351 -0.8109 -3.1899 0.1 -0.6 0.4 -1.214
C 0.3138 4.1146 1.3126 0.2 0.3 -0.1 1.603
H 0.8651 -6.2147 -1.7129 -0.4 0.1 0.0 0.282
H -3.6967 -0.7989 -2.9005 -0.1 -0.1 0.0 0.289
N 2.1000 7.2715 2.2175 -2.4 -2.0 -1.0 0.908
O -2.5843 7.7201 0.3214 -0.5 1.9 0.0 -0.864
H -3.4137 -0.9931 4.3884 0.2 -0.2 0.3 0.431
H -0.7282 -6.4765 -0.9727 0.2 0.1 -0.3 0.350
C -1.0893 6.0151 0.7528 -1.1 0.4 -0.1 -0.641
C -0.8651 4.6303 0.7742 0.2 -0.3 -0.3 -0.026
H 2.0079 -0.8820 0.4218 0.3 -0.6 0.7 0.597
H 0.1516 -4.6032 0.5996 0.0 -0.3 -0.1 0.439
C -3.5423 -0.3480 -1.9178 -0.2 -0.4 0.2 -1.309
C 1.7944 0.6579 -3.1094 -1.2 -0.2 -0.3 1.518
O -3.1607 5.6669 -0.2037 -1.5 -1.4 -0.9 -0.828
H 4.9671 -1.8503 2.4504 0.1 -0.2 0.4 0.442
C 4.1128 -1.7343 3.1265 0.4 -0.3 -0.6 -1.950
N 0.3467 0.8773 -3.3768 -0.3 0.4 0.6 0.493
C -0.1956 -5.9043 -1.7508 0.1 -0.9 -0.1 -1.748
O 1.1697 2.0063 2.0883 -0.3 -0.2 -0.5 -0.545
C 1.8729 -0.3712 4.6051 0.4 0.2 -0.5 -0.603
C -0.7829 -2.2204 -2.3457 0.2 -0.4 1.1 1.155
H 3.5815 1.2458 -4.0096 0.2 0.2 -0.2 0.468
N -1.7909 1.0683 -2.9031 0.5 0.4 0.0 0.475
C -2.3429 -1.1240 4.6072 -0.9 -0.2 -0.2 -1.900
H 2.3123 0.9516 -5.1957 0.0 -0.1 0.1 0.414
H -0.8740 -3.9787 -3.5585 0.1 -0.2 0.2 0.278
H 0.1037 0.4165 -5.4610 0.5 -0.1 -1.0 0.459
H -4.4949 -0.2762 -1.3821 0.0 -0.2 -0.2 0.517
H 0.0928 0.0598 5.8330 0.2 0.3 0.0 0.403
H -1.4376 1.5529 2.6772 -0.2 -0.1 0.4 0.251
C 3.6179 0.3903 1.9955 0.2 0.4 -0.4 -1.524
H -3.4715 1.3461 0.0906 -0.3 0.4 -0.9 0.431
C -0.1811 -2.5780 0.0282 -0.3 0.4 -1.4 0.349
H -1.1387 -0.2690 1.4366 -0.7 -0.9 0.8 -0.728
H -1.0841 -1.5128 -3.1277 0.2 -0.5 0.1 0.273
C -1.8279 -0.9201 2.0732 0.3 0.1 -1.1 -0.702
H 3.7394 -2.7077 3.4433 0.1 -0.1 0.0 0.396
H 1.6406 -1.3537 -2.3750 0.2 0.0 -0.2 0.091
H -0.3259 7.9703 1.2645 0.2 -0.4 -0.1 0.485
H -1.7910 1.4827 4.4358 0.0 0.2 0.0 0.401
H 1.9943 2.2054 -1.5335 0.2 0.2 -0.2 0.484
C -0.6800 -3.5905 -2.5586 -0.2 0.5 -0.2 -0.818
H 3.5595 -1.7038 0.4388 -0.2 -0.2 0.1 0.641
H 2.7425 -0.2790 5.2197 0.2 0.4 0.1 0.402
H -2.8558 -0.9768 -1.3360 -0.3 0.2 -0.2 0.106
O 3.1639 6.7835 2.6531 1.9 -0.7 0.8 -0.857
H 0.0311 -2.1060 1.0043 0.2 -0.7 -0.4 -0.024
C -1.6922 0.7791 -4.2503 2.4 0.2 0.4 -0.784
N -0.1486 -0.6088 3.7689 0.3 0.1 2.2 0.716
C 1.0689 6.3747 1.7744 1.0 0.8 0.3 -0.517
H 3.2200 -0.8724 -3.0633 -0.1 -0.3 -0.1 0.526
H 4.4091 -1.1559 4.0027 0.2 -0.1 0.0 0.418
N -2.3464 6.4995 0.2601 2.9 -1.0 1.1 0.877
H 3.8953 0.9604 2.8789 0.0 0.2 0.0 0.455
C -0.3375 -4.4436 -1.5121 0.1 0.1 0.2 1.178
H -2.5226 2.6842 -0.6634 -0.3 0.0 -0.1 0.266
C -2.7225 1.6120 -0.6820 0.1 0.3 1.4 -0.798
H -1.8439 1.2140 -0.1057 -1.0 0.2 -0.4 -0.580
H -4.3051 1.5179 -3.7187 -0.1 -0.1 -0.1 0.529
H 2.2257 4.6042 2.2292 -0.2 0.1 0.0 0.550
C -0.3496 0.6669 -4.5494 -1.9 0.3 1.0 -0.492
H -1.6007 -1.9673 1.8455 -0.1 0.4 0.4 0.420
C 1.2872 4.9812 1.8390 -0.1 -0.5 -0.2 -0.337
C 0.5282 2.6164 1.2331 0.0 0.8 0.4 -0.702
C -1.5845 -0.4475 3.4984 0.4 0.0 -0.2 1.180
H 2.2800 2.4411 -4.2592 0.0 0.0 0.2 0.371
H -3.6474 2.9473 -2.8900 0.0 -0.1 0.1 0.397
N 1.9116 -0.8508 3.2763 0.7 0.0 2.0 0.830
H 1.8433 -1.2770 -4.1364 0.1 0.1 0.0 0.278
C -4.0187 1.9291 -2.7546 -0.5 0.5 0.1 -2.153
C -0.1052 -3.9470 -0.2238 -0.1 0.9 0.0 -1.356
H 3.0819 0.7842 -1.3140 0.2 0.4 -0.8 0.516
H 4.5129 0.2038 1.3821 -0.1 0.2 0.2 0.471
C 2.6272 -1.5904 1.0190 0.5 0.2 -0.2 -2.315
H -2.5198 0.6456 -4.8657 -1.1 0.0 -0.9 0.487
H -2.1053 -2.1812 4.6958 0.0 -0.1 0.0 0.370
H -2.8336 -0.7118 1.6788 0.0 0.1 0.6 0.564
H -0.5936 -6.1841 -2.7375 0.1 0.0 0.3 0.363
H -2.1233 -0.6254 5.5525 -0.1 -0.1 0.0 0.390
C 0.5767 -0.2070 4.9101 -0.7 0.2 -0.1 -0.723
C -0.5478 1.0054 -2.3451 -0.5 -1.8 -2.0 0.489
C 3.0574 -0.9669 2.3656 -0.4 -0.2 -0.1 1.610
C 2.1169 1.1393 -1.7058 0.4 0.1 1.4 -0.826
O -0.0445 2.0677 0.1829 0.6 1.3 0.6 -0.368
C -1.9749 1.0123 3.4731 -0.2 0.5 -0.3 -1.579
C 2.5212 1.3779 -4.2111 0.7 0.5 -0.1 -1.949
C 0.6965 -1.1619 2.9377 -1.4 -0.2 -4.7 -0.583
H -3.0550 1.0277 3.2442 0.4 0.3 0.2 0.406
O 1.8982 8.5017 2.1470 -0.2 1.8 -0.1 -0.847
H 2.8954 0.9716 1.4079 0.2 -0.1 0.4 0.015
H -4.8889 1.9543 -2.1038 -0.3 0.2 -0.2 0.478
H -1.5786 3.9591 0.3215 0.0 0.3 0.2 0.236
H 2.1128 -2.5477 1.0686 0.1 0.1 0.2 0.250
H 1.5252 0.7015 -0.8213 0.7 0.1 -1.1 -1.038



[2]
100
Properties=species:S:1:pos:R:3:forces:R:3:mulliken_charge:R:1 method="wB97M-V/def2-TZVPD" e_above_lowest_kcal_mol=29.0 homo_energy_ev="-3.36 / -4.65" spin_multiplicity=4 s2=3.83 orbital_gap_ev="5.87 / 7.15" charge=-1
H 1.4904 1.1617 3.2548 0.0 -0.1 0.0 -0.383
H 6.3720 0.7031 -1.3602 0.0 0.0 0.0 0.321
O -0.5221 1.6889 -1.8685 0.5 -0.1 0.0 -0.824
C -0.8878 5.2264 3.7729 0.0 0.0 0.1 -1.454
H -3.0899 -1.7991 1.9449 0.0 0.3 0.3 0.070
H 4.7051 -1.8564 1.1564 0.0 0.0 -0.1 -0.211
H 2.0992 -0.5901 -3.5280 0.0 0.0 0.0 0.370
H -2.1854 1.8080 -3.1302 -0.1 0.0 -0.1 0.503
C 0.8502 -3.7290 0.7703 0.0 0.2 0.0 -1.092
H 0.5100 -4.0317 -3.3465 0.0 0.1 0.0 0.424
H 3.0555 4.2085 1.3054 0.0 0.0 0.0 0.440
C 2.9467 -2.8066 -1.7623 -0.2 0.1 0.2 -1.415
H 1.6665 2.7184 -2.7239 0.0 0.0 0.0 0.476
H 2.6865 3.9121 3.6724 -0.1 0.0 0.0 0.562
H -0.9856 -2.5391 3.8996 0.0 0.0 0.0 0.537
C 2.1855 3.2017 3.0070 -0.1 -0.2 -0.2 0.471
H -2.9366 4.1211 -1.2417 0.0 -0.1 0.0 0.446
C -4.1188 -0.5639 3.3618 0.0 0.0 0.1 -0.920
C 2.9951 3.1937 1.7063 0.0 0.0 0.2 -1.588
H 1.4221 -4.0708 -0.0810 0.0 0.0 0.0 0.291
Si 1.1539 -2.1486 -1.8181 0.0 -0.2 -0.7 0.812
C -0.0654 -4.2202 2.9372 0.0 0.0 -0.1 -0.917
H -0.2400 -4.8970 3.7625 0.0 0.0 0.0 0.379
H -2.2900 1.4406 0.6363 -0.1 0.0 0.0 -0.472
H -3.4058 4.2210 1.1273 0.0 0.0 0.1 0.550
H -0.7319 1.2009 3.8690 0.0 0.0 0.0 0.192
C -4.0260 0.4863 4.2663 0.0 0.0 0.0 -0.738
C 6.0790 1.4765 -2.0667 0.1 0.0 0.0 -0.963
O -0.6460 -0.6795 2.1588 0.2 -0.3 -0.3 0.716
O -3.2830 -2.7389 -0.0266 0.0 -0.5 0.4 -0.628
H 2.5334 2.5669 0.9546 0.0 -0.1 -0.1 0.145
H 1.7814 2.0200 4.7677 0.0 0.0 0.0 0.387
H 3.1459 1.4092 3.8090 0.0 0.0 0.0 0.490
H -3.7888 2.0566 -0.0704 0.0 -0.1 0.0 0.624
C -0.2730 -2.0098 1.9709 0.0 -0.2 0.0 -0.017
H 6.5453 2.4175 -1.7739 0.0 0.0 0.0 0.340
C -1.7893 4.7857 2.8222 0.0 0.1 0.1 -0.701
C -2.0984 4.1081 -0.5379 0.0 0.0 0.1 -1.476
H 4.0094 2.8282 1.8899 0.0 0.0 0.0 0.418
N -1.0670 0.6367 -1.2940 -1.6 0.0 -1.2 1.266
H 3.5814 -2.2875 -2.4842 0.0 0.0 0.0 0.365
C -2.8620 -1.0589 -1.3995 -0.1 -0.1 -0.1 -0.211
N 4.6404 1.5964 -2.0499 -0.1 -0.1 0.0 0.253
C 1.0904 -0.8667 -3.2163 0.0 0.0 0.2 -1.020
Re 0.4092 0.6076 0.1120 0.0 0.3 0.8 -0.145
C 0.7636 3.7065 2.8362 0.0 -0.2 -0.3 0.796
H 4.1202 0.0969 -0.6090 0.1 0.0 0.0 0.365
H 0.9864 -5.6363 1.7167 0.0 0.0 0.0 0.390
H -4.9006 0.8106 4.8161 0.0 0.0 0.0 0.355
H -1.7138 5.1269 -0.4446 -0.1 0.0 0.0 0.398
C -2.1356 0.1312 -1.8541 0.5 0.4 -0.1 0.779
B 4.2613 -1.1797 2.0599 0.3 -0.2 0.1 1.269
H 3.9410 -1.8655 3.0021 0.0 0.0 0.0 -0.206
C 3.8726 2.4865 -2.7654 0.0 0.0 -0.1 -1.058
H -1.1588 5.9831 4.4985 0.0 0.0 0.0 0.348
N 2.5488 1.2401 -1.4754 -0.1 -0.1 0.3 0.862
H -4.7703 -0.9580 -2.3798 0.0 0.0 0.0 0.368
C -1.4815 3.8264 1.8725 0.1 -0.2 -0.1 0.647
C -3.0938 2.1575 0.7692 0.0 0.2 0.0 -0.701
H 2.9923 -3.8745 -1.9928 0.0 0.0 0.0 0.419
H -3.5167 -1.7865 -3.3143 0.0 0.1 0.0 0.348
C 0.6170 -4.6210 1.8003 0.0 -0.1 0.1 -1.121
N 2.0374 0.0878 1.1716 1.1 -0.4 0.6 0.366
H 4.3136 3.1776 -3.4633 0.0 0.0 0.0 0.434
H 0.5815 -1.2920 -4.0862 0.0 -0.1 0.0 0.449
H 6.4378 1.2000 -3.0590 0.0 0.0 0.0 0.330
C -3.0055 -0.9907 2.6566 0.1 -0.2 0.0 0.465
H 5.0420 -0.3102 2.3833 0.0 0.1 0.0 -0.205
C 2.9764 -0.4786 1.5370 -0.3 0.4 0.2 -1.044
H -3.6234 1.9082 1.6907 0.0 0.0 0.0 0.166
N -2.5757 -1.5762 -0.2765 0.6 0.3 0.0 0.831
C 0.3841 4.6849 3.7405 -0.2 0.1 0.1 -0.871
C -1.7825 -0.3603 2.8572 -0.3 0.2 0.3 0.358
C 2.1532 1.8616 3.7523 0.1 0.1 0.0 -0.741
N 0.0985 2.1965 1.0036 0.2 -0.8 -0.7 0.650
H -2.7844 -3.1089 0.7174 -0.1 -0.1 -0.2 0.387
C -2.8055 1.1211 4.4470 -0.1 0.0 0.1 -0.581
H -0.9318 -3.2050 -2.7465 0.0 0.1 0.0 0.197
H -0.0953 -4.3605 -1.7223 0.0 0.0 0.0 0.389
H -2.2905 0.2752 -3.9961 0.0 0.0 0.0 0.331
C 0.4059 -2.3866 0.7748 -0.3 -0.2 0.3 0.418
H -2.7797 5.2284 2.7967 0.0 0.0 0.0 0.364
C 3.7914 0.8707 -1.2871 0.0 0.0 0.0 -0.851
H -5.0714 -1.0511 3.1926 0.0 0.0 0.0 0.402
C -3.9152 -1.6321 -2.3111 0.0 -0.1 0.1 -2.004
H 3.3850 -2.6619 -0.7714 0.0 0.0 0.0 0.290
N 0.6010 -1.5443 -0.2940 -0.3 1.0 -0.2 0.599
H 0.5805 0.0578 -2.9473 0.0 0.0 -0.1 0.026
H -1.3070 3.4828 -0.9388 0.0 -0.1 -0.1 0.061
H -4.2557 -2.5831 -1.9110 0.0 0.1 -0.1 0.527
H 1.1186 5.0273 4.4623 0.0 0.0 0.0 0.342
H -3.7059 0.8801 -3.1070 0.0 0.0 -0.1 0.508
H -2.7238 1.9515 5.1370 0.0 0.0 0.0 0.421
C -2.5607 3.5925 0.8283 0.1 -0.2 -0.1 0.435
C 0.0574 -3.5742 -2.4623 0.1 0.1 0.3 -1.365
C -0.1800 3.1957 1.8647 -0.2 0.7 0.7 0.076
C -2.6186 0.8118 -3.1016 -0.1 0.1 0.1 -2.437
C -1.6863 0.7025 3.7472 0.2 0.0 -0.1 -0.283
C -0.4844 -2.9012 3.0108 -0.1 0.1 0.0 -0.578
C 2.5796 2.2488 -2.3964 0.0 0.1 -0.1 -0.799



[3]
100
Properties=species:S:1:pos:R:3:forces:R:3:mulliken_charge:R:1 method="wB97M-V/def2-TZVPD" e_above_lowest_kcal_mol=0.0 homo_energy_ev="-6.11 / -6.62" spin_multiplicity=4 s2=3.76 orbital_gap_ev="5.11 / 5.62"
H 5.1975 2.0757 0.5149 0.0 0.0 0.0 0.639
C 2.4257 2.9999 -0.5171 -0.1 0.0 0.0 -1.494
C -3.2603 0.7440 -1.9081 0.0 0.1 0.0 1.335
Cl 3.0642 -6.3764 -1.1399 0.0 0.0 0.0 -0.220
C 5.6917 -0.9904 -0.4204 -0.1 0.0 0.0 -1.424
C 4.6175 -3.0873 0.4958 0.0 0.0 0.0 -0.073
C -3.3999 0.3125 -3.3776 -0.1 0.0 0.0 -1.962
C -1.1927 -1.9796 -0.3960 0.1 -0.3 0.1 -0.750
H 5.1593 -2.3263 -2.7466 0.0 0.0 0.0 0.466
H -4.7190 0.9966 -0.2986 0.0 0.0 0.0 0.013
H 1.4200 2.5933 -0.4184 0.0 0.0 0.0 0.131
C -4.6050 -1.8438 3.0821 0.1 0.1 0.0 0.699
C -3.6341 -1.5007 3.9773 -0.1 0.0 -0.1 0.332
H -4.5339 3.8847 4.6754 0.0 -0.1 0.0 0.348
C 0.5023 0.4077 0.2017 0.0 -0.2 0.1 -1.507
C 4.0206 -4.3297 0.3433 0.0 0.0 0.0 -0.957
C 0.8030 -2.5950 -1.5832 0.0 0.0 0.0 -0.498
C 3.8351 -4.8347 -0.9314 0.0 0.0 0.0 0.660
H -5.2479 1.6508 -1.8678 0.0 0.0 0.0 0.510
H 0.8696 -2.2548 -4.6614 0.0 0.0 0.0 0.489
H 1.7290 0.8977 -2.2386 0.0 0.0 0.0 -0.019
H -2.2760 4.0787 3.9107 0.0 0.0 0.0 0.449
H -2.0934 2.2463 -0.8542 -0.1 0.0 0.0 0.107
C -2.4326 2.4348 2.5080 0.0 0.0 0.0 -0.392
H -3.2847 2.9496 -1.9729 0.0 0.0 -0.1 0.333
H -1.8437 -2.2202 0.4615 -0.1 -0.1 -0.3 0.486
H 4.7567 -2.6902 1.4951 0.0 0.0 0.0 0.386
H 2.5705 -0.6854 -0.8882 0.0 0.0 0.0 0.346
N -4.1048 -1.4468 6.5134 0.0 0.0 0.0 -0.590
H -0.0419 -3.3277 1.6028 0.0 0.0 0.0 0.387
O 4.4829 1.4709 0.7409 0.0 0.0 0.0 -0.720
H -2.5175 0.5164 -3.9780 0.0 0.0 0.0 0.439
N 1.7243 0.4985 2.0236 0.0 0.0 0.1 -1.228
N -0.3592 0.6268 1.1845 0.1 0.0 0.0 1.336
H -0.9332 -0.2876 -3.3307 0.0 0.0 0.0 0.145
H -5.3344 0.8540 1.8719 0.0 0.0 0.0 0.470
H -6.0402 2.1985 3.8744 0.0 0.0 0.0 0.498
H 4.6736 -0.1965 -2.1678 0.0 0.0 0.0 0.354
C 3.3461 2.0894 -1.3491 0.0 0.1 -0.1 2.139
H -3.8077 2.4024 4.7441 0.0 0.0 0.0 0.376
H 2.2944 -1.9833 -3.6607 0.1 0.0 0.0 0.133
C 4.8384 -2.8786 -1.8707 0.0 0.0 0.0 0.130
H -4.2256 0.8610 -3.8359 0.0 0.0 0.0 0.454
C 3.9415 0.9396 -0.4684 0.0 0.0 0.0 1.485
H 2.3289 3.9662 -1.0150 0.0 0.0 0.0 0.475
H -5.5670 3.3199 2.5711 0.0 0.0 0.0 0.381
H 4.0932 -4.5303 -3.0329 0.0 0.0 0.0 0.394
H 3.4213 -0.7999 0.6396 0.0 0.0 0.0 0.659
C -5.2232 2.5230 3.2319 0.0 0.0 0.0 -1.270
H 1.4080 -3.8174 0.7033 -0.1 0.0 0.0 -0.018
N 1.7356 0.3191 0.6846 -0.1 0.2 -0.1 1.978
C 2.9195 -0.1087 -0.0313 0.1 -0.2 0.1 -2.486
S -2.0598 -0.8772 3.5390 0.0 0.0 -0.1 -0.360
C -0.7293 -0.9815 -2.5301 -0.1 0.2 0.0 -1.332
C 5.0298 -2.3384 -0.6021 0.1 0.0 0.0 0.037
C -4.6015 1.3459 2.5110 -0.1 0.0 0.0 -0.496
N -3.4094 1.6793 1.7268 0.0 0.0 0.1 0.376
C 2.5575 1.5382 -2.5429 0.0 0.0 0.0 -1.509
H 0.0884 0.8108 3.2863 0.0 0.0 0.0 0.507
C 1.2792 -1.6398 -3.8572 0.0 0.0 0.0 -1.907
H 5.1066 3.3941 -1.1203 0.0 0.0 0.0 0.394
H 5.8430 0.8832 -1.4556 0.0 0.0 0.1 0.701
H 5.1161 2.4383 -2.6109 0.0 0.0 0.0 0.374
C 4.2431 -4.1183 -2.0447 0.0 0.0 0.0 -0.951
H -5.2208 -0.0971 -1.5522 0.0 0.0 0.0 0.392
H 5.7127 -0.7329 0.6403 0.0 0.0 0.0 0.412
N -2.5773 -0.2014 -1.0364 -0.2 -0.2 0.3 0.519
H -3.4378 4.3848 2.5976 0.0 0.0 0.0 0.396
C 0.4247 -1.7452 -2.6205 0.0 0.0 0.0 1.424
H 1.3254 -0.6131 -4.2257 0.0 0.0 0.0 0.363
H 0.2641 0.2434 -0.8359 0.0 0.0 0.0 0.148
H 2.8268 3.1665 0.4818 0.0 0.0 0.0 0.345
C 0.3264 -3.6816 0.6385 0.0 0.0 0.0 -1.539
C -2.5767 2.1290 -1.8295 0.0 0.0 0.0 -1.396
C -5.8745 -2.2859 3.5841 -0.1 -0.2 0.0 -0.090
C -0.0266 -2.7251 -0.4678 0.0 0.1 0.0 0.901
S -4.4872 -1.6952 1.3550 0.0 0.0 0.0 -0.517
C -3.0161 3.6225 3.2543 0.0 0.0 0.0 -1.028
H 6.7395 -1.0776 -0.7189 0.0 0.0 -0.1 0.359
V -2.4238 -0.3629 1.0944 0.0 0.4 0.0 0.307
H 4.0393 3.8138 -2.4425 0.0 0.0 0.0 0.534
H 3.6951 -4.8998 1.2023 0.0 0.0 0.0 0.456
H -1.6217 2.7637 1.8609 0.0 0.0 0.0 0.219
H -1.7968 2.2362 -2.5869 0.1 0.0 0.0 0.361
N -6.9055 -2.6391 3.9552 0.0 0.1 0.0 -0.544
H -3.6596 2.1716 0.8744 0.0 0.0 0.0 0.398
C -1.5770 -1.0280 -1.3905 0.2 -0.1 0.0 1.004
C 5.0561 0.1676 -1.2125 0.0 0.1 0.0 -1.098
H -0.1188 -4.6614 0.4532 0.0 0.0 0.0 0.402
H 3.1868 0.9689 -3.2283 0.0 0.0 0.0 0.329
H 2.1311 2.3691 -3.1086 0.0 0.0 0.0 0.490
H -3.6276 -0.7521 -3.4400 0.0 0.0 0.0 0.388
H 1.7152 -3.1768 -1.6574 0.0 0.0 0.0 0.307
C -4.6985 0.8442 -1.3781 0.0 0.0 0.1 -1.497
N -4.1543 3.1286 4.1056 0.0 0.1 0.1 -0.091
C 0.4553 0.6792 2.2819 0.0 0.0 0.0 -0.943
H -4.3063 0.6030 3.2556 0.0 0.0 0.0 0.018
C 4.4770 2.9704 -1.9075 0.0 0.0 0.0 -2.038
H -2.0084 1.7338 3.2353 0.0 0.0 0.0 0.208
C -3.9169 -1.5225 5.3786 0.0 0.0 0.1 -0.088